one:
C6H10N2 | ωB97M-V/def2-TZVPD

The geometry in XYZ format:
```
18
Properties=species:S:1:pos:R:3:mulliken_charge:R:1
C -1.6240 0.3320 1.4568 -0.411
C -0.0198 0.0948 1.3645 -0.774
C 0.5392 0.0761 0.0476 0.728
C 0.0072 -0.7797 -1.0743 -0.541
N 1.0412 -0.7835 -2.1051 -0.530
C 2.1146 0.2813 -1.5907 -0.302
C 1.5958 0.7957 -0.4619 -0.849
N -2.3177 -0.4358 0.5153 -0.697
H -1.7876 0.0738 2.5209 0.342
H -1.8270 1.3827 1.2276 0.223
H 0.0427 -0.8527 1.9040 0.313
H 0.5138 0.7301 2.0828 0.358
H -0.8494 -0.1581 -1.3674 0.355
H 0.9446 -0.1983 -2.9305 0.329
H 3.0438 0.3931 -2.1210 0.454
H 2.1293 1.4886 0.1774 0.380
H -0.3711 -1.6699 -0.5909 0.507
H -3.1756 -0.7703 0.9450 0.116
```

Calculated values
Total charge   0


two:
C6H10N2 | ωB97M-V/def2-TZVPD

The geometry in XYZ format:
```
18
Properties=species:S:1:pos:R:3:mulliken_charge:R:1
C -1.5997 0.0524 0.4875 -0.404
C -0.2764 0.8072 0.2558 1.851
C 0.1970 -0.6295 -0.1269 -0.214
C 0.3053 1.3845 1.5241 -1.452
C -0.3696 1.7187 -0.9802 -1.229
C 0.9988 -2.7485 -0.7568 -0.814
N -1.2816 -1.1267 0.0768 -0.609
N 1.1598 -1.3261 -0.4434 -0.445
H -2.5511 0.4795 0.6510 0.458
H -0.3790 2.1050 2.1151 0.301
H 1.2262 1.9015 1.3561 0.409
H 0.6227 0.6532 2.4413 0.280
H 0.3837 2.5512 -0.9023 0.328
H -1.4396 2.1177 -1.1274 0.240
H -0.0584 1.1831 -1.8797 0.368
H 1.8439 -3.1966 -0.2410 0.283
H 0.0299 -3.0636 -0.5706 0.407
H 1.1881 -2.8630 -1.8792 0.241
```

Calculated values
Total charge   0


Q: Which of them is the least stable? A: one.


one:
C6H10N2 | ωB97M-V/def2-TZVPD

The geometry in XYZ format:
```
18
Properties=species:S:1:pos:R:3:mulliken_charge:R:1
C 1.1909 -1.2171 1.2892 -0.672
C 0.0731 0.3430 0.8188 -0.011
C -0.6365 1.2693 -0.2679 -0.201
C -1.9064 0.3191 -0.6653 -0.585
C -0.5166 -0.5992 -1.1473 -0.056
C 0.4607 -0.5871 -0.0773 0.068
H 2.0860 -1.8174 1.1955 0.345
H 0.4722 -2.0598 1.5597 0.259
H 2.1669 0.1706 1.4327 0.316
H -0.6719 0.1597 1.5516 0.249
H -0.8770 2.3740 -0.0553 0.328
H -2.3666 1.1260 -1.3663 0.314
H -2.3305 -0.1175 0.2354 0.354
H -0.5250 -1.2444 -2.1746 0.236
H 0.9091 1.0974 -1.7387 0.264
H 1.4075 -0.1540 -0.7054 0.010
N 1.2617 0.1032 1.7187 -0.638
N -0.1979 0.8344 -1.6034 -0.578
```

Calculated values
Total charge   0


two:
C6H10N2 | ωB97M-V/def2-TZVPD

The geometry in XYZ format:
```
18
Properties=species:S:1:pos:R:3:mulliken_charge:R:1
C 1.0143 -0.4433 0.0381 -0.266
C -0.0713 -0.9731 -1.0175 -0.228
C -0.1921 0.4542 -1.4952 -0.523
C -0.0492 0.7225 0.0179 0.304
C -1.2541 -0.0944 0.5589 -0.633
C -1.2755 -1.2124 -0.1418 -0.571
H 1.5972 -0.3843 1.8693 0.310
H 0.4483 -1.4440 1.7285 0.333
H 1.9650 -0.1182 -0.5028 0.343
H 0.2358 -1.7919 -1.6649 0.482
H -1.1585 0.7534 -1.9390 0.316
H 0.7120 0.7107 -2.0749 0.277
H 1.0040 2.4581 0.5029 0.237
H -0.6225 2.4881 0.7600 0.286
H -1.9227 0.2063 1.4011 0.326
H -1.9562 -2.1225 -0.1120 0.345
N 1.3176 -1.1152 1.2771 -0.684
N 0.2077 1.9058 0.7942 -0.656
```

Calculated values
Total charge   0


three:
C6H10N2 | ωB97M-V/def2-TZVPD

The geometry in XYZ format:
```
18
Properties=species:S:1:pos:R:3:mulliken_charge:R:1
C -0.9078 -1.0828 0.6290 -0.654
C 0.1691 -0.0665 0.2556 1.493
C 1.5617 0.1391 0.9215 -0.715
C 1.0435 -0.4679 -0.9395 -0.722
C -0.6766 1.1844 0.0504 -1.675
C -1.5129 2.0559 -0.0995 0.235
H -2.4823 -1.9257 -0.2867 0.206
H -2.1891 -0.2895 -0.5694 0.153
H -1.5005 -0.8367 1.5525 0.313
H -0.4599 -2.0480 0.9607 0.436
H 1.7557 -0.7578 1.4824 0.332
H 1.8111 1.0556 1.5306 0.281
H 3.0612 -0.0574 -0.7046 0.211
H 0.7476 -0.2133 -1.9469 0.329
H 1.1769 -1.6464 -0.9025 0.268
H -2.2724 2.7817 -0.3340 0.454
N -1.8409 -1.2135 -0.4063 -0.518
N 2.1680 0.2655 -0.4062 -0.428
```

Calculated values
Total charge   0


four:
C6H10N2 | ωB97M-V/def2-TZVPD

The geometry in XYZ format:
```
18
Properties=species:S:1:pos:R:3:mulliken_charge:R:1
C -2.2440 -0.0574 0.5662 -1.185
C 0.2988 -0.6590 -0.1011 1.472
C -0.1077 0.1121 -1.2162 -0.101
N 1.2034 -1.7508 -0.2980 -0.529
C -1.1480 -0.9407 0.0890 -0.724
C 0.7629 0.7470 0.5654 -0.359
C 2.0182 1.1909 0.4529 -0.823
N -0.2976 0.8722 -2.1732 -0.646
H 2.1094 -1.4508 -0.6370 0.264
H 1.2897 -2.2739 0.5676 0.279
H 0.0203 1.8371 -2.0512 0.283
H -1.4126 -1.9784 -0.0754 0.406
H 0.0819 1.1364 1.3108 0.235
H -1.9729 0.5971 1.4014 0.272
H -2.6334 0.6238 -0.2072 0.273
H -3.1271 -0.6201 0.8795 0.343
H 2.7010 0.7899 -0.2885 0.248
H 2.4576 1.8245 1.2149 0.293
```

Calculated values
Total charge   0


Q: Which of them is the least stable? A: one.